# 1
Density functional theory data (ωB97M-V/def2-TZVPD) for a gas-phase ion, C11H14Br2N3 (charge +1) at a distorted geometry.

Each line ends with the Löwdin charge.
Element x y z (Å)
C: 2.2667 1.1682 1.8760  0.198
C: 1.5097 0.7339 1.0548  -0.098
C: 0.7424 0.4821 -0.1216  -0.104
C: -0.4097 1.2386 -0.4791  -0.137
C: -0.9618 2.3659 0.3461  -0.670
Br: 0.3443 3.7603 0.7085  0.766
C: -1.6521 1.7212 1.6282  -0.736
C: -3.1641 1.5813 1.3124  -0.145
Br: -1.5204 2.8428 3.2208  0.706
C: -1.0385 0.8051 -1.6790  -0.028
N: -0.6826 -0.1479 -2.4916  0.143
N: 0.3925 -0.8203 -2.1258  0.120
C: 1.0522 -0.5527 -1.0211  -0.125
C: 2.2372 -1.4695 -0.7410  -0.141
N: 1.9367 -2.8128 -1.2275  -0.126
C: 0.8690 -3.4802 -0.4613  -0.094
H: 2.9624 1.5773 2.5819  0.076
H: -1.7694 2.8560 -0.2042  0.090
H: -1.2769 0.7150 1.8280  0.088
H: -3.6803 2.5246 1.5137  0.074
H: -3.6347 0.7802 1.8873  0.087
H: -3.3159 1.3581 0.2443  0.073
H: -1.9421 1.3445 -1.9701  0.141
H: 0.6929 -1.6015 -2.7133  0.189
H: 2.4258 -1.5110 0.3443  0.126
H: 3.1447 -1.0799 -1.2209  0.150
H: 2.7716 -3.3791 -1.2713  0.118
H: 0.1272 -3.8719 -1.1704  0.082
H: 0.3362 -2.8044 0.2192  0.084
H: 1.2370 -4.3239 0.1328  0.091

Computed properties:
lowest unoccupied orbital energy: -5.18 eV
charge: +1
highest occupied orbital energy: -12.802 eV
SMILES: C#Cc1c([C@H](Br)[C@H](C)Br)cn[nH+]c1CNC
spin multiplicity: 1
gap between HOMO and LUMO: 7.62 eV


# 2
Density functional theory data (ωB97M-V/def2-TZVPD) for C11H14BrNO7S in the gas phase at a distorted geometry.

Each line ends with the Löwdin charge.
Element x y z (Å)
O: 3.9690 0.1144 2.7986  0.117
O: 0.9543 -2.9320 1.5076  0.147
O: 1.1893 0.8859 0.5669  0.089
O: -3.5198 0.6466 0.3917  0.058
O: -0.3436 0.5832 -3.8880  -0.324
O: 0.4334 -0.7584 -2.1644  -0.312
Br: -6.1241 1.3947 -2.7374  0.574
O: 2.7115 -0.8149 0.3424  0.169
C: 3.0255 -0.6520 2.7896  -0.410
C: 1.5738 -2.1651 2.1676  -0.474
C: 2.0559 0.2742 -0.0791  -0.429
C: -3.8424 0.7550 -0.8378  -0.412
N: 2.3654 -1.1923 1.7222  0.123
C: -5.2170 0.2811 -1.2831  -0.446
C: 2.3294 -1.0566 4.0565  -0.089
C: 1.5783 -2.2944 3.6577  -0.075
C: 2.4835 0.9395 -1.3932  -0.093
C: -2.8152 0.5605 -1.8968  -0.146
C: 1.4179 1.6562 -2.2439  -0.186
C: -1.4066 1.0348 -1.3973  -0.186
S: -0.0112 0.5909 -2.4744  0.694
H: -5.7782 0.1175 -0.3135  0.107
H: -5.0217 -0.6265 -1.7726  0.042
H: 1.7099 -0.1820 4.3253  0.145
H: 2.9618 -1.2492 4.9597  0.144
H: 0.5278 -2.2612 4.0498  0.145
H: 2.0702 -3.2713 4.0430  0.168
H: 2.8865 0.0783 -1.9352  0.125
H: 3.2943 1.6394 -1.0734  0.153
H: -2.7082 -0.4781 -2.1400  0.132
H: -3.2471 1.0196 -2.7919  0.103
H: 1.1233 2.5853 -1.8838  0.085
H: 1.7735 1.8936 -3.1710  0.075
H: -1.3605 2.1368 -1.4521  0.116
H: -1.0390 0.7466 -0.4500  0.070

Computed properties:
lowest unoccupied orbital energy: -0.38 eV
highest occupied orbital energy: -10.335 eV
SMILES: O=C(CBr)CCS(=O)(=O)CCC(=O)ON1C(=O)CCC1=O
spin multiplicity: 1
gap between HOMO and LUMO: 9.95 eV


# 3
Density functional theory data (ωB97M-V/def2-TZVPD) for a molecular structure, C11H14BrO2 at a distorted geometry.

Each line ends with the Löwdin charge.
Element x y z (Å)
C: -4.8634 -0.1299 -0.2575  -0.152
C: -4.2818 0.9881 0.1612  -0.137
C: -4.2969 -1.4754 -0.4949  -0.211
C: -2.9000 1.3949 0.2263  -0.122
C: 6.5199 -1.5248 -0.7498  -0.844
C: -2.9849 -1.5807 -0.7472  0.098
C: -1.8849 0.7383 -0.2725  0.075
C: 0.3205 0.4530 -1.4820  -0.071
C: -0.0512 -0.2419 0.9314  -0.047
C: 0.0392 2.1945 0.2939  -0.049
C: -0.3905 0.7509 -0.2044  -0.627
O: 5.9436 -2.0812 0.1081  0.027
O: 6.8545 -1.3881 -1.8313  0.070
Br: 7.5405 0.4461 0.4413  -0.253
H: -5.9417 -0.1773 -0.1679  0.087
H: -5.1098 1.7360 0.2658  0.111
H: -4.9234 -2.3331 -0.5137  0.071
H: -2.7101 2.3620 0.7266  0.116
H: -2.2944 -2.5177 -0.7401  0.067
H: -0.1151 -0.4405 -2.0305  0.100
H: 1.3963 0.2986 -1.1278  0.110
H: 0.3550 1.3003 -2.1970  0.084
H: -0.7716 -1.0864 1.0204  0.076
H: 1.0563 -0.5710 0.9187  0.120
H: -0.1325 0.4651 1.7334  0.055
H: -0.4000 2.8236 -0.5068  0.089
H: 1.0650 2.4061 0.3577  0.066
H: -0.4277 2.5127 1.2691  0.094

Computed properties:
energy above the lowest of the compared OMol25 structures with the same formula, charge and spin: 118.38 kcal per mole
lowest unoccupied orbital energy (alpha / beta): 1.40 / 1.40 eV
charge: -1
highest occupied orbital energy (alpha / beta): -4.231 / -4.231 eV
spin multiplicity: 1
gap between HOMO and LUMO (alpha / beta): 5.63 / 5.63 eV


# 4
Density functional theory data (ωB97M-V/def2-TZVPD) for 2 unconnected molecules or ions with the total composition C11H14BrP at a distorted geometry.

Each line ends with the Löwdin charge.
Element x y z (Å)
C: -4.2422 -0.8472 0.5849  -0.091
C: -3.5387 -1.5558 -0.3431  -0.158
C: -3.6241 0.3791 0.9759  -0.089
C: -2.3926 -1.1815 -1.0190  -0.089
C: -2.4027 0.8249 0.4653  -0.181
C: -1.9200 0.0732 -0.5364  -0.154
C: 2.8358 0.3454 1.1933  -0.174
C: 3.4334 0.7559 -0.1741  -0.239
C: 1.3882 -0.0906 0.8262  -0.186
C: 2.8519 -0.1741 -1.1773  -0.261
C: 1.3730 -0.2635 -0.7955  -0.588
P: 0.2760 0.8642 -1.7361  0.543
Br: 0.1762 2.6220 -0.4959  0.340
H: -5.2187 -1.1250 1.0332  0.114
H: -3.8514 -2.5987 -0.4919  0.108
H: -4.1623 1.0541 1.7185  0.120
H: -1.8655 -1.8681 -1.7468  0.118
H: -2.1319 1.8472 0.7368  0.052
H: 3.4817 -0.3056 1.8512  0.125
H: 2.7744 1.2231 1.7214  0.058
H: 3.1994 1.8694 -0.2000  0.108
H: 4.5388 0.7152 -0.3668  0.120
H: 1.0886 -1.0795 1.1270  0.093
H: 0.6291 0.5131 1.2198  0.029
H: 2.9594 0.2784 -2.1704  0.102
H: 3.3782 -1.0501 -1.0103  0.094
H: 0.9655 -1.2254 -1.1900  0.086

Computed properties:
energy above the lowest of the compared OMol25 structures with the same formula, charge and spin: 48.91 kcal per mole
lowest unoccupied orbital energy (alpha / beta): 0.69 / -1.84 eV
highest occupied orbital energy (alpha / beta): -6.185 / -9.167 eV
spin multiplicity: 3
gap between HOMO and LUMO (alpha / beta): 6.88 / 7.33 eV
expectation value of S²: 2.01


# 5
Density functional theory data (ωB97M-V/def2-TZVPD) for a gas-phase ion, C11H14Cl2F3N4O6S3 (charge +1) at a distorted geometry.

Each line ends with the Löwdin charge.
Element x y z (Å)
N: 2.7510 -1.4034 4.5058  0.230
C: 2.5258 -1.1852 3.4017  -0.295
O: 2.3033 -0.8949 2.1442  0.027
C: 1.2037 -0.0142 1.9651  -0.274
C: 1.5796 1.4708 2.2510  -0.548
S: 0.3365 2.3205 3.2321  0.896
N: 1.7926 2.0683 0.9069  -0.038
C: 3.1985 1.9544 0.4353  -0.100
C: 3.4216 2.6589 -0.8947  -0.770
O: 3.9533 3.7166 -0.9829  0.113
Cl: 2.8517 1.7906 -2.3069  0.775
C: 0.8474 1.3508 0.1688  -0.328
N: 0.0343 1.9339 -0.6404  0.199
C: -1.0938 1.3872 -1.4235  -0.111
C: -2.1630 0.6486 -0.5990  -0.165
C: -2.8765 -0.3876 -1.4779  -0.229
C: -3.6307 -1.4205 -0.6424  -0.275
S: -4.2675 -2.7002 -1.7397  0.327
O: -3.4584 -3.8654 -1.5832  -0.323
O: -4.4982 -2.1271 -3.0300  -0.328
Cl: -6.0750 -3.0668 -0.9148  0.428
N: 0.7908 0.0105 0.5681  -0.001
S: 0.7184 -1.2898 -0.5414  0.794
O: -0.4282 -2.0695 -0.2283  -0.200
O: 0.8911 -0.6835 -1.8179  -0.253
C: 2.1829 -2.4555 -0.3044  -0.728
F: 3.3127 -1.7984 -0.3071  0.191
F: 2.0516 -3.1781 0.7578  0.217
F: 2.0995 -3.2054 -1.3598  0.217
H: 0.4004 -0.2601 2.6662  0.158
H: 2.5095 1.5970 2.8100  0.130
H: -0.7414 1.8108 2.6159  -0.121
H: 3.7996 2.5208 1.1507  0.148
H: 3.5515 0.9163 0.4277  0.130
H: 0.2317 2.9255 -0.7474  0.190
H: -0.7031 0.7826 -2.2423  0.114
H: -1.5559 2.2626 -1.8849  0.145
H: -1.7694 0.2044 0.3182  0.098
H: -2.8985 1.3982 -0.2860  0.129
H: -2.1367 -0.9033 -2.1021  0.114
H: -3.5589 0.1040 -2.1759  0.129
H: -4.4993 -0.9776 -0.1528  0.092
H: -2.9845 -1.9468 0.0598  0.095

Computed properties:
energy above the lowest of the compared OMol25 structures with the same formula, charge and spin: 0.00 kcal per mole
lowest unoccupied orbital energy: -4.89 eV
charge: +1
highest occupied orbital energy: -13.603 eV
SMILES: N#CO[C@H]1[C@H](S)N(CC(=O)Cl)C(NCCCCS(=O)(=O)Cl)=[N+]1S(=O)(=O)C(F)(F)F
spin multiplicity: 1
gap between HOMO and LUMO: 8.71 eV


# 6
Density functional theory data (ωB97M-V/def2-TZVPD) for C11H14FNO2 in the gas phase.

Each line ends with the Löwdin charge.
Element x y z (Å)
C: 2.6462 -0.1630 -0.2166  -0.109
H: 3.5319 -0.2522 -0.8575  0.089
O: 1.4647 -0.1847 -0.9723  -0.189
C: 1.3817 0.8636 -1.9077  -0.221
C: 0.0399 0.7561 -2.6330  -0.144
N: -1.0446 0.7510 -1.6814  0.068
C: -1.7846 -0.3632 -1.4592  -0.499
O: -1.8466 -1.2926 -2.2284  0.075
C: -2.5442 -0.3139 -0.1313  -0.055
C: -1.5154 -0.3568 0.9618  -0.240
C: -1.1693 0.7866 1.6715  -0.044
C: -0.1590 0.7573 2.6169  -0.006
C: 0.5052 -0.4333 2.8388  -0.285
C: 0.1802 -1.5894 2.1525  -0.007
C: -0.8308 -1.5414 1.2128  -0.016
H: -1.0877 -2.4277 0.6536  0.127
H: 0.7185 -2.5021 2.3536  0.121
F: 1.5039 -0.4667 3.7497  0.052
H: 0.1166 1.6393 3.1737  0.117
H: -1.6987 1.7132 1.4953  0.115
H: -3.2021 -1.1815 -0.0859  0.126
H: -3.1412 0.5971 -0.0779  0.122
H: -0.9634 1.4125 -0.9233  0.129
H: -0.0194 -0.1884 -3.1779  0.125
H: -0.0661 1.5918 -3.3322  0.122
H: 1.4534 1.8353 -1.3886  0.125
H: 2.2063 0.8052 -2.6344  0.126
H: 2.5974 -1.0142 0.4583  0.083
H: 2.7272 0.7619 0.3691  0.092

Computed properties:
energy above the lowest of the compared OMol25 structures with the same formula, charge and spin: 0.00 kcal per mole
lowest unoccupied orbital energy: 0.80 eV
highest occupied orbital energy: -8.991 eV
SMILES: COCCNC(=O)Cc1ccc(F)cc1
spin multiplicity: 1
gap between HOMO and LUMO: 9.80 eV


# 7
Density functional theory data (ωB97M-V/def2-TZVPD) for a molecular structure, C11H14HoN2OP at a distorted geometry.

Each line ends with the Löwdin charge.
Element x y z (Å)
C: -1.2496 0.8826 -3.2178  -0.217
C: -1.2713 2.1611 -3.8174  -0.218
C: -0.0374 2.8246 -3.5564  -0.186
C: 0.7976 1.9577 -2.7904  -0.212
C: 0.1251 0.7472 -2.5521  -0.225
Ho: -1.8371 -1.8230 -0.8489  1.110
P: 0.5619 -2.8723 -0.0643  0.692
H: -2.0268 0.1068 -3.2303  0.007
H: -2.1023 2.5595 -4.3985  0.066
H: 0.2203 3.8310 -3.8863  0.066
H: 0.5115 -0.1310 -2.0228  0.022
H: 1.8074 2.1866 -2.4531  0.072
H: 1.7995 -2.1605 -0.0297  -0.082
H: 1.0110 -3.9167 -0.9502  -0.113
H: 0.7835 -3.5966 1.1475  -0.098
N: 2.3449 0.4921 3.2454  0.154
C: 1.7687 0.4379 2.0029  -0.504
O: 2.3960 0.5593 0.9538  0.041
C: 0.3028 0.1073 2.0142  -0.179
C: -0.2860 -0.7906 2.9256  -0.079
C: -1.5489 -1.2945 2.6782  -0.114
C: -2.1606 -1.0230 1.4568  -0.333
N: -1.4693 -0.2492 0.5102  -0.225
C: -0.3983 0.4992 0.8884  -0.063
H: 3.2832 0.8518 3.2941  0.105
H: 1.7650 0.6164 4.0676  0.100
H: 0.2740 -1.0739 3.8207  0.105
H: -2.0649 -1.9311 3.3946  0.107
H: -3.2185 -1.2238 1.2284  0.077
H: -0.0814 1.2654 0.1900  0.125

Computed properties:
energy above the lowest of the compared OMol25 structures with the same formula, charge and spin: 4.90 kcal per mole
lowest unoccupied orbital energy (alpha / beta): -1.57 / -1.60 eV
highest occupied orbital energy (alpha / beta): -5.385 / -5.387 eV
spin multiplicity: 5
gap between HOMO and LUMO (alpha / beta): 3.81 / 3.79 eV
expectation value of S²: 6.02


# 8
Density functional theory data (ωB97M-V/def2-TZVPD) for 2 unconnected molecules or ions with the total composition C11H14N2O2 at a distorted geometry.

Each line ends with the Löwdin charge.
Element x y z (Å)
C: 1.5154 1.2055 1.3976  -0.013
C: 0.7979 0.7779 2.5218  -0.111
C: 0.9102 1.0045 0.1864  -0.218
C: -0.9344 0.0061 1.3166  -0.403
C: -1.5595 2.7916 0.5929  -0.033
C: -0.4162 -1.0257 -1.8808  -0.376
C: -0.3195 0.4110 0.1025  -0.172
C: 1.6256 1.6451 -1.0388  0.018
C: 0.7259 -2.7825 -0.4158  -0.091
C: -0.9900 0.1377 -1.1923  -0.088
C: -0.5727 -2.3303 -1.1026  -0.162
N: -0.3802 0.1942 2.4666  0.132
N: -1.5014 3.3207 -0.4146  0.127
O: -2.1907 -0.4846 1.3284  0.090
O: 0.2253 -1.0027 -2.9303  0.087
H: 2.3444 1.7469 1.6633  0.088
H: 1.1807 1.0064 3.4702  0.093
H: -1.6967 2.3581 1.4553  0.022
H: 2.3026 0.8839 -1.5410  0.116
H: 2.1816 2.3942 -0.6335  0.036
H: 0.7370 1.9149 -1.6471  0.075
H: 1.6295 -2.5290 -1.0758  0.109
H: 0.6166 -3.7819 0.0147  0.076
H: 1.0432 -2.1811 0.4233  0.047
H: -1.9761 -0.0470 -1.1294  0.095
H: -0.8570 0.9860 -1.9163  0.135
H: -0.7899 -3.1797 -1.7287  0.107
H: -1.3712 -2.3499 -0.3369  0.110
H: -2.2806 -1.0901 2.0445  0.104

Computed properties:
energy above the lowest of the compared OMol25 structures with the same formula, charge and spin: 26.35 kcal per mole
lowest unoccupied orbital energy: 0.57 eV
highest occupied orbital energy: -9.209 eV
SMILES: CCC(=O)Cc1c(C)ccnc1O.C#N
spin multiplicity: 1
gap between HOMO and LUMO: 9.78 eV


| no. | electronic energy (eV) | molar mass (g mol⁻¹) |
| --- | --- | --- |
| 1 | -156179.8658 | 348.062 |
| 2 | -108330.4033 | 384.204 |
| 3 | -85768.2390 | 258.135 |
| 4 | -90960.3586 | 257.111 |
| 5 | -95572.1960 | 522.356 |
| 6 | -19936.7997 | 211.236 |
| 7 | -51741.7944 | 386.150 |
| 8 | -18707.3472 | 206.245 |